ORCA calculation (the ωB97M-V functional and the def2-TZVPD basis) on C12H12IrN6O6STe as an isolated structure.

Geometry (Å):
C  -0.48159  3.72072  -1.49092
H  -3.03278  -5.38663  3.98990
C  0.08713  1.58436  1.34922
H  -1.22339  4.13188  3.12224
O  -0.05736  2.93969  -2.33309
H  -1.30071  5.09950  0.81664
O  1.32464  -0.09364  0.30385
S  -1.29994  -4.68198  2.46402
C  -0.80384  -2.90388  4.25419
Te  1.22508  -2.71084  1.95975
C  1.23672  -1.13191  -3.61907
O  -0.93826  4.91716  -1.74082
O  -0.73808  -1.65752  -0.86886
H  0.82496  -3.07264  -3.94238
H  2.38477  -0.08987  -4.97119
C  -1.88481  -3.65681  4.72959
C  -0.33775  2.29148  2.46174
C  -0.91717  4.10494  0.99478
O  0.11590  -3.12626  -2.18761
N  1.90352  -0.05589  -4.08517
C  -0.85606  3.56343  2.27890
C  -0.47553  3.33193  -0.05858
H  -2.36827  -3.49245  5.68069
H  1.61557  1.90353  -3.85592
H  -0.25856  1.83988  3.44075
Ir  0.52145  0.84791  -1.38843
H  -0.36078  -2.06536  4.77101
N  0.55866  -0.91912  -2.47910
H  1.76121  -2.31141  -5.19612
O  0.55194  -0.50524  2.36750
H  2.88994  1.29933  -2.98851
N  -0.05671  -1.98721  -1.80741
N  1.94817  1.10770  -3.31951
N  1.26080  -2.24549  -4.32451
N  0.00900  2.09678  0.12520
C  -2.24416  -4.66119  3.86022
C  0.69261  0.21062  1.36119
H  -0.91785  5.11322  -2.69315
C  -0.35847  -3.34872  3.01899

Forces on atoms 1 to 6 (eV/Å):
C 0.12 -0.09 0.05
H 0.07 -0.05 0.05
C -0.06 -0.05 0.35
H 0.07 0.02 0.02
O -0.48 -0.22 -0.61
H -0.02 -0.01 -0.01

Values from the calculation:
Total charge   +2
E_LUMO (alpha / beta)   -0.2554 / -0.2626 Eh
ΔE to the lowest compared entry with this formula, charge and spin   1.457 eV
2S+1   2
Expectation value of S²   0.75